# 1
The following is a quantum chemistry calculation of C36H41CoN5Se as an isolated structure at a distorted geometry, from OMol25.

Results
HOMO-LUMO gap (spin up / spin down)	3.1 / 6.0	eV
relative energy (zero: lowest compared OMol25 entry of this formula, charge and spin)	29.6	kcal/mol
electronic energy	-5454.24422	Ha
2S+1	5
charge	-1
expectation value of S²	6.072
HOMO (spin up / spin down)	-0.58 / -3.90	eV
LUMO level (spin up / spin down)	2.47 / 2.05	eV

```
84
Properties=species:S:1:pos:R:3:forces:R:3
Co -0.17162 -0.86141 -0.58688 -0.480 3.001 -0.625
N -2.68584 3.47618 -0.28305 0.826 -0.666 0.361
N -1.65223 1.18023 -1.56711 0.436 0.265 -1.572
C 0.92105 -2.13567 -1.84800 0.036 -0.755 0.303
C -0.40456 -2.59055 -1.59042 0.339 -0.984 0.149
C -0.58071 -2.69018 -0.16259 1.129 -1.560 0.161
C -1.73869 -3.35998 0.49342 -0.249 0.139 0.185
H -2.48621 -3.62056 -0.26406 0.036 -0.058 0.195
H -2.22264 -2.70142 1.22267 0.069 -0.218 -0.182
H -1.44003 -4.28159 1.01485 -0.089 0.122 -0.092
C 0.66060 -2.26654 0.45678 0.365 -1.667 -0.683
C 1.09051 -2.46511 1.86942 0.141 0.316 0.260
H 1.96162 -3.13963 1.90390 -0.273 0.055 0.036
H 0.29150 -2.89601 2.48804 0.181 0.167 -0.095
H 1.40709 -1.51110 2.31849 -0.155 -0.250 0.084
C 1.54277 -1.82064 -0.60038 0.150 -1.605 0.305
C 2.92235 -1.28663 -0.43460 0.069 0.117 -0.130
H 3.09991 -0.97955 0.60567 0.034 -0.043 -0.286
H 3.03715 -0.41102 -1.09190 0.271 -0.231 0.244
H 3.67165 -2.03709 -0.72348 0.074 0.153 0.105
C -1.38064 -3.12916 -2.58422 -0.006 0.035 -0.173
H -1.31911 -4.22504 -2.63280 -0.068 0.067 -0.058
H -1.17224 -2.74109 -3.58599 -0.137 -0.022 0.049
H -2.41205 -2.86583 -2.32217 0.148 -0.009 -0.127
C 1.64123 -2.17827 -3.14801 0.032 0.470 -0.169
H 2.06586 -1.19113 -3.37693 0.095 -0.360 -0.196
H 0.96958 -2.48307 -3.95848 0.163 0.114 0.020
H 2.46394 -2.90973 -3.09982 -0.140 0.183 -0.073
C -2.84506 4.53372 0.51202 -0.613 -0.467 0.693
H -2.47089 5.48536 0.11051 -0.382 -0.293 0.186
C -3.45093 4.45331 1.78541 0.456 0.426 -0.703
H -3.52132 5.35467 2.38801 -0.218 -0.154 -0.078
C -3.88005 3.20493 2.24550 0.194 -0.484 -0.436
H -4.47720 3.08721 3.15389 0.462 0.125 -0.137
C -3.50850 2.08531 1.51104 -0.328 0.292 -0.045
H -3.64524 1.07217 1.88914 -0.134 0.284 -0.017
C -2.87673 2.23638 0.25134 -0.086 0.038 0.451
C -2.30440 1.03450 -0.34349 -2.259 0.714 0.026
H -2.76228 0.05780 -0.14228 0.176 0.612 -0.156
C -0.45084 0.58286 -1.79346 0.246 1.015 0.812
C -2.01106 1.98892 -2.64992 0.251 0.060 0.139
H -2.89841 2.58828 -2.65726 -0.167 -0.102 -0.069
C -0.98432 1.94616 -3.51582 -0.065 0.445 0.297
H -0.87589 2.43087 -4.46714 0.106 0.157 0.066
N 0.02481 1.16688 -2.93672 -0.410 -0.377 -0.215
C 1.39676 1.26212 -3.34114 0.310 0.018 -0.248
C 1.73969 0.96209 -4.67231 0.861 0.149 0.627
C 3.08303 1.10779 -5.06398 -0.005 0.029 0.251
H 3.37697 0.85195 -6.09276 -0.223 0.113 0.445
C 4.08075 1.52258 -4.16687 -0.714 -0.112 0.134
C 5.51252 1.65577 -4.61157 -0.088 -0.052 0.042
H 6.18261 1.25777 -3.84688 0.040 0.045 -0.075
H 5.77267 2.70635 -4.77805 0.016 -0.114 -0.010
H 5.67683 1.10381 -5.53973 0.058 0.086 0.062
C 3.70377 1.82785 -2.85249 -0.357 -0.214 -0.422
H 4.46502 2.14355 -2.13024 -0.304 -0.034 -0.259
C 2.36392 1.74248 -2.43398 0.058 0.010 -0.527
C 2.01146 2.23287 -1.06553 0.304 0.004 0.644
H 1.19295 2.96336 -1.05931 0.042 -0.250 -0.129
H 2.90251 2.72302 -0.65277 -0.237 -0.006 0.021
H 1.73964 1.42052 -0.37687 -0.096 0.166 -0.228
C 0.73142 0.43086 -5.63221 -0.012 -0.220 -0.491
H -0.02644 1.17769 -5.87590 -0.008 -0.189 -0.061
H 0.23448 -0.46491 -5.24903 -0.064 0.185 0.126
H 1.23559 0.14119 -6.55765 -0.092 0.074 0.011
C -2.64999 -1.75223 3.52407 0.269 0.270 0.208
N -1.73951 -0.77968 4.09866 -0.039 0.087 0.489
C -0.87392 0.03511 3.42566 -0.011 0.163 -0.440
Se -0.64117 0.31644 1.48600 0.142 1.182 2.054
N -0.17426 0.69952 4.39975 -0.262 -0.138 0.710
C -0.54139 0.24597 5.68867 0.512 0.055 -1.395
C 0.09802 0.35974 6.92235 0.667 1.204 0.201
C -0.27514 -0.54466 7.93280 -0.845 -1.320 0.355
C -1.19482 -1.57814 7.67841 0.819 1.094 1.027
C -1.87272 -1.63745 6.45283 -0.934 -0.898 -0.123
C -1.52340 -0.70446 5.48465 0.366 -0.031 -1.531
H -2.13037 -2.70078 3.33809 -0.141 0.169 -0.006
H -3.06745 -1.35445 2.59801 0.087 -0.112 0.060
H -3.44955 -1.92647 4.24728 0.025 0.042 -0.158
H 0.51473 1.41898 4.19206 -0.414 -0.497 0.056
H 0.84865 1.13677 7.07210 -0.169 -0.247 0.115
H 0.15461 -0.46302 8.93371 0.062 -0.089 -0.360
H -1.38081 -2.33443 8.44435 -0.043 0.317 -0.157
H -2.61959 -2.39320 6.22672 0.195 -0.007 0.178
```
Positions in Å, forces in eV/Å.


# 2
The following is a quantum chemistry calculation of C11H24Br2F6O10S2V as an isolated structure at a distorted geometry, from OMol25.

Results
HOMO-LUMO gap (spin up / spin down)	7.0 / 7.0	eV
electronic energy	-8673.77319	Ha
2S+1	2
charge	-2
expectation value of S²	0.773
HOMO (spin up / spin down)	-2.79 / -2.80	eV
LUMO level (spin up / spin down)	4.18 / 4.18	eV

```
56
Properties=species:S:1:pos:R:3:forces:R:3
O 0.11868 0.12165 0.29850 0.372 -0.062 -0.040
V -0.59620 0.08327 -1.07912 -0.630 0.007 1.031
Br 0.85843 -1.72472 -2.33798 -0.164 0.584 0.331
Br -2.30791 2.07564 -0.15795 0.576 -0.443 -0.223
C -2.27976 -3.93975 0.40785 -0.385 1.411 -0.001
F -2.07652 -3.93186 1.73118 -0.067 -0.346 0.195
F -1.10523 -4.11796 -0.17833 0.267 -0.301 -0.290
F -3.07412 -4.96009 0.09226 -0.081 -0.578 0.206
S -3.10364 -2.35465 -0.16160 -0.053 0.579 -0.719
O -4.02052 -1.97985 0.89439 0.664 -0.235 0.022
O -1.94810 -1.45133 -0.33959 -0.141 -0.085 0.098
O -3.71891 -2.76678 -1.39359 0.138 -0.081 0.068
C -1.52926 0.11363 -5.49809 -0.503 -0.015 1.078
F -0.56586 1.05869 -5.50374 0.064 -0.393 -0.176
F -2.26567 0.28450 -6.60991 0.108 -0.051 0.134
F -0.96818 -1.09936 -5.56551 0.010 0.419 -0.003
S -2.61065 0.38957 -3.94615 -1.718 0.122 -0.229
O -1.66365 0.29391 -2.81816 -0.043 0.210 -1.170
O -3.11887 1.71594 -4.23819 0.876 -0.282 0.231
O -3.64354 -0.62438 -3.91611 1.197 0.168 -0.373
C -2.34700 -0.57077 3.72913 0.045 -0.394 -0.007
C -1.15219 -1.46404 4.04253 0.016 0.780 -0.102
O -0.48307 -1.72975 2.84096 -0.057 -0.314 0.062
C 0.83183 -2.21781 2.96166 0.033 1.066 -0.212
C 1.28885 -2.59293 1.58218 0.415 -0.887 -0.913
H -2.05438 0.41910 3.38101 0.126 0.009 0.110
H -2.93322 -1.01301 2.92121 -0.043 -0.066 0.074
H -2.96439 -0.50101 4.62891 -0.087 0.178 -0.067
H -0.45879 -0.94256 4.72258 -0.047 -0.045 0.159
H -1.50019 -2.37635 4.54828 0.154 -0.180 -0.127
H 1.49362 -1.39193 3.27649 -0.108 -0.058 0.429
H 0.92055 -2.99816 3.72831 -0.170 -0.287 -0.211
H 2.12861 -3.29687 1.60773 0.022 0.060 0.126
H 1.59412 -1.75789 0.95271 -0.019 0.267 0.353
H 0.51298 -3.06481 0.98059 -0.123 -0.090 0.345
C 3.84878 2.31912 1.37557 1.172 -0.010 -0.317
C 2.41006 1.88625 1.22352 -0.660 -0.043 1.419
C 1.74876 1.62975 2.59112 0.679 0.619 0.532
O 1.68465 2.93112 0.58196 0.238 0.059 -0.551
H 4.34625 2.48451 0.41459 -0.290 -0.078 -0.148
H 4.49811 1.60731 1.89467 -0.341 -0.207 0.108
H 3.96438 3.26873 1.90862 -0.391 -0.029 0.132
H 2.27840 0.96930 0.65267 0.121 0.252 -0.441
H 2.05197 0.68890 3.05061 -0.191 -0.189 -0.301
H 0.66654 1.73843 2.57211 -0.036 -0.423 -0.359
H 2.11470 2.38624 3.30331 -0.020 0.139 -0.089
H 1.54251 3.64232 1.21280 -0.165 -0.025 -0.018
C 1.49744 3.17719 -3.55205 -0.646 0.389 -1.143
C 1.72668 1.88917 -2.77736 -0.153 0.553 -0.708
O 0.79547 1.82628 -1.70829 0.240 -0.466 0.074
H 2.25993 3.44567 -4.29240 0.302 -0.445 0.173
H 1.34265 4.09294 -2.97814 0.052 -0.299 0.507
H 0.59025 3.03385 -4.14732 -0.091 0.181 0.167
H 2.78425 1.83298 -2.49809 -0.160 -0.288 0.600
H 1.49166 1.04438 -3.42166 0.205 -0.089 0.037
H 1.09871 2.41825 -0.99068 -0.509 -0.267 0.134
```
Positions in Å, forces in eV/Å.


# 3
The following is a quantum chemistry calculation of C5H16NOPd as an isolated structure at a distorted geometry, from OMol25.

Results
HOMO-LUMO gap (spin up / spin down)	2.6 / 7.0	eV
relative energy (zero: lowest compared OMol25 entry of this formula, charge and spin)	0.0	kcal/mol
electronic energy	-457.81478	Ha
2S+1	3
charge	-1
expectation value of S²	2.004
HOMO (spin up / spin down)	1.02 / -3.67	eV
LUMO level (spin up / spin down)	3.58 / 3.36	eV

```
24
Properties=species:S:1:pos:R:3:forces:R:3
C -2.47526 3.01822 -1.85092 0.476 -1.676 2.007
Pd -0.03783 -0.93103 -1.46966 -1.087 1.228 -1.363
N 1.68699 -1.74144 -2.37381 0.419 -0.330 -0.697
H -0.82194 -0.37228 -2.73979 -0.397 -0.297 -0.469
H 2.57422 -1.30908 -2.09550 -0.206 -0.245 -0.043
H -2.33430 3.29646 -2.84007 -0.215 1.311 -1.770
H -3.12629 3.58905 -1.18295 0.111 0.290 -0.592
H -1.45784 2.95513 -1.42436 -0.537 -0.080 0.042
H -2.86464 1.99453 -1.92798 0.184 0.134 0.327
H 1.66028 -2.71580 -2.05562 0.343 0.114 -0.121
H 1.57171 -1.70980 -3.39358 0.211 -0.065 0.498
C 0.61272 0.18809 2.67601 0.680 -0.233 -0.396
C 0.00788 -1.20656 2.46286 -0.116 0.101 -0.225
C 0.26831 -1.56792 0.99063 -0.478 0.595 0.468
O 0.96887 -0.44500 0.38515 0.584 -0.128 2.436
C 0.84933 0.71314 1.26292 -0.371 -0.515 -0.761
H -0.01156 0.86181 3.26188 -0.101 -0.023 -0.009
H 1.58393 0.09636 3.17090 -0.076 -0.014 0.093
H -1.06150 -1.20690 2.65717 -0.117 0.005 0.056
H 0.47116 -1.94763 3.10530 0.096 -0.125 0.258
H 0.87135 -2.47247 0.88238 0.113 0.102 -0.180
H -0.71104 -1.70224 0.45713 0.508 -0.113 0.384
H 0.01529 1.32203 0.91001 -0.180 0.004 -0.040
H 1.76015 1.29334 1.13190 0.155 -0.039 0.097
```
Positions in Å, forces in eV/Å.


# 4
The following is a quantum chemistry calculation of C2H5NOS as an isolated structure at a distorted geometry, from OMol25.

Results
HOMO-LUMO gap	9.2	eV
relative energy (zero: lowest compared OMol25 entry of this formula, charge and spin)	168.4	kcal/mol
electronic energy	-607.13852	Ha
HOMO	-8.68	eV
LUMO level	0.50	eV

```
10
Properties=species:S:1:pos:R:3:forces:R:3
C 2.11052 -0.85581 0.04124 0.157 -0.507 0.954
C 0.53608 0.88215 0.10379 -3.594 -3.480 -1.402
H 3.30099 -1.03820 -0.73684 -3.908 0.498 3.140
H 0.80199 -1.77863 -0.29639 4.131 3.068 0.498
H 1.99823 -0.72339 1.33666 1.313 -1.757 -3.746
H 0.07423 1.94337 0.22010 1.541 -1.775 -0.238
H -2.38514 -1.26197 0.43166 0.512 0.336 -0.085
N -0.25266 -0.23436 0.00172 -0.422 3.874 0.882
O 1.84132 0.63080 -0.11557 -1.158 -0.557 -0.221
S -2.03949 -0.04407 -0.05705 1.428 0.301 0.217
```
Positions in Å, forces in eV/Å.